Density functional theory data (ωB97M-V with the def2-TZVPD basis set) for a structure of composition C45H35N4OP2PtS3.

Atoms and positions in Å:
Pt (-0.93010, -1.38530, 0.32492)
S (-0.58802, -2.08090, 2.72470)
C (-2.16485, -2.74277, 2.57762)
S (-2.85123, -2.49554, 1.01441)
C (-2.84604, -3.42139, 3.58035)
C (-4.13061, -3.95817, 3.32536)
N (-5.16795, -4.41673, 3.10798)
C (-2.30010, -3.65239, 4.86335)
N (-1.88620, -3.86017, 5.92113)
O (-2.73053, 0.84568, 0.34271)
P (-2.16870, 2.15871, -0.05429)
C (-0.80692, 2.70868, 1.01021)
C (-0.26006, 1.77165, 1.87637)
C (0.78630, 2.12380, 2.71565)
C (1.28542, 3.41622, 2.68585)
C (0.72373, 4.36387, 1.83920)
C (-0.32791, 4.01840, 1.00707)
C (-3.39214, 3.50408, 0.10261)
C (-4.28074, 3.44111, 1.17185)
C (-5.21777, 4.44494, 1.35670)
C (-5.27306, 5.51361, 0.47235)
C (-4.38978, 5.57874, -0.59519)
C (-3.44780, 4.57754, -0.78077)
C (-1.64204, 2.29780, -1.78844)
C (-0.47528, 2.93166, -2.19563)
C (-0.16355, 3.00356, -3.54531)
C (-1.02467, 2.45833, -4.48526)
C (-2.20157, 1.84324, -4.08273)
C (-2.50829, 1.75821, -2.73501)
H (-0.65854, 0.76589, 1.88006)
H (1.20120, 1.38252, 3.38528)
H (2.11428, 3.69484, 3.32517)
H (1.09799, 5.38072, 1.83971)
H (-0.77663, 4.75993, 0.35516)
H (-4.23097, 2.59068, 1.84109)
H (-5.90799, 4.39943, 2.18912)
H (-6.00774, 6.29629, 0.61285)
H (-4.43695, 6.41135, -1.28575)
H (-2.76330, 4.62067, -1.61904)
H (0.18284, 3.37638, -1.46212)
H (0.75136, 3.48901, -3.86075)
H (-0.77595, 2.51235, -5.53772)
H (-2.86852, 1.41728, -4.82127)
H (-3.41005, 1.26638, -2.39510)
N (0.87699, -0.69361, -0.24972)
P (2.34262, -0.96586, 0.09916)
C (2.84693, -1.62157, 1.73645)
C (3.35176, -0.80798, 2.74568)
C (3.62042, -1.33800, 3.99900)
C (3.37421, -2.67867, 4.25421)
C (2.84540, -3.48918, 3.25975)
C (2.57176, -2.95987, 2.00981)
C (3.17991, -2.13207, -1.06079)
C (4.29681, -2.90829, -0.76765)
C (4.79255, -3.79391, -1.71449)
C (4.18569, -3.89973, -2.95772)
C (3.09268, -3.10132, -3.26752)
C (2.59021, -2.22366, -2.31853)
C (3.37051, 0.53575, -0.10428)
C (2.72431, 1.69763, -0.49747)
C (3.44695, 2.86288, -0.70583)
C (4.82179, 2.86424, -0.51603)
C (5.47512, 1.69564, -0.14713)
C (4.75294, 0.52999, 0.05558)
H (3.54578, 0.23717, 2.53851)
H (4.01876, -0.70140, 4.77958)
H (3.58176, -3.09088, 5.23338)
H (2.63484, -4.53093, 3.46423)
H (2.14337, -3.57649, 1.22810)
H (4.77138, -2.83777, 0.20361)
H (5.64876, -4.41430, -1.47770)
H (4.56619, -4.60838, -3.68345)
H (2.62667, -3.17557, -4.24245)
H (1.71911, -1.60762, -2.51569)
H (1.64967, 1.64383, -0.61949)
H (2.94256, 3.77471, -1.00275)
H (5.38774, 3.77646, -0.66179)
H (6.55075, 1.69104, -0.01897)
H (5.25845, -0.38336, 0.34537)
S (-1.55544, -1.37521, -2.11108)
C (-2.54030, -2.75796, -2.04653)
N (-1.96540, -3.92316, -1.61712)
C (-2.63933, -5.09098, -1.54860)
C (-3.94014, -5.16336, -1.93290)
C (-4.58738, -3.99110, -2.36689)
C (-3.88674, -2.81243, -2.42698)
H (-1.06990, -3.80982, -1.14826)
H (-2.08486, -5.94261, -1.18296)
H (-4.47410, -6.09956, -1.88204)
H (-5.63553, -4.02212, -2.62937)
H (-4.35676, -1.89082, -2.73470)

Output
- total charge = -1
- HOMO level (Ha) = -0.146
- energy relative to the best compared isomer or geometry (same formula, charge and spin) (eV) = 0.644